{"formula": "C27H17F6N4O11PPdS2", "method": "wB97M-V/def2-TZVPD", "total_charge": -2, "multiplicity": 1, "symbols": ["Pd", "O", "C", "O", "C", "C", "C", "C", "C", "C", "O", "N", "O", "O", "N", "O", "O", "H", "H", "F", "C", "F", "F", "S", "O", "O", "N", "S", "O", "O", "C", "F", "F", "F", "N", "P", "C", "C", "C", "C", "C", "C", "C", "C", "C", "C", "C", "C", "C", "C", "C", "C", "C", "C", "H", "H", "H", "H", "H", "H", "H", "H", "H", "H", "H", "H", "H", "H", "H"], "coordinates": [[1.222, -1.217, 0.024], [1.994, -0.812, 4.015], [2.237, -0.876, 2.816], [1.398, -0.541, 1.900], [3.643, -1.239, 2.378], [4.627, -1.172, 3.323], [5.969, -1.367, 2.983], [6.341, -1.560, 1.669], [5.370, -1.619, 0.703], [3.963, -1.588, 1.012], [3.106, -1.949, 0.163], [5.840, -1.697, -0.686], [5.142, -1.240, -1.561], [6.948, -2.191, -0.876], [6.999, -1.306, 4.004], [6.658, -1.113, 5.161], [8.166, -1.453, 3.664], [4.348, -0.956, 4.345], [7.382, -1.647, 1.396], [-0.167, -3.258, -4.010], [-0.385, -1.933, -3.949], [-1.508, -1.681, -4.649], [0.629, -1.352, -4.623], [-0.500, -1.259, -2.197], [0.896, -1.796, -1.873], [-0.610, 0.129, -2.721], [-1.784, -2.271, -2.019], [-2.184, -2.973, -0.657], [-3.248, -2.332, 0.089], [-1.114, -3.564, 0.099], [-3.046, -4.395, -1.435], [-2.249, -5.108, -2.228], [-4.109, -3.999, -2.153], [-3.492, -5.208, -0.467], [-0.661, -0.652, -0.394], [-1.362, 0.797, -0.339], [-2.178, 0.984, 1.279], [-1.491, 0.584, 2.426], [-2.071, 0.750, 3.675], [-3.334, 1.316, 3.793], [-4.022, 1.715, 2.657], [-3.446, 1.550, 1.403], [-0.271, 2.256, -0.414], [-0.761, 3.503, -0.026], [0.066, 4.617, -0.032], [1.395, 4.487, -0.418], [1.887, 3.247, -0.794], [1.057, 2.133, -0.795], [-2.720, 1.119, -1.496], [-2.662, 2.178, -2.398], [-3.677, 2.359, -3.322], [-4.740, 1.464, -3.373], [-4.790, 0.400, -2.487], [-3.786, 0.226, -1.543], [-0.516, 0.122, 2.351], [-1.528, 0.419, 4.552], [-3.786, 1.440, 4.771], [-5.013, 2.147, 2.743], [-3.991, 1.857, 0.519], [-1.793, 3.598, 0.295], [-0.321, 5.581, 0.276], [2.045, 5.354, -0.423], [2.923, 3.139, -1.094], [1.439, 1.171, -1.100], [-1.810, 2.845, -2.395], [-3.624, 3.183, -4.024], [-5.518, 1.590, -4.117], [-5.598, -0.320, -2.539], [-3.822, -0.614, -0.857]], "mulliken_charge": [0.966, -0.749, 0.379, -0.603, -0.004, -0.432, -0.322, -0.128, -0.232, 0.679, -0.953, 0.943, -0.539, -0.657, 1.027, -0.662, -0.674, 0.572, 0.576, -0.244, 0.248, -0.232, -0.234, 1.999, -0.856, -0.685, -0.406, 1.017, -0.771, -0.677, 0.541, -0.232, -0.243, -0.241, -0.080, 1.450, 0.669, -0.981, -0.679, -0.406, -0.765, -0.304, 0.313, -0.136, -0.801, -0.454, -0.809, -0.788, 0.449, -0.622, -0.699, -0.573, -1.051, -0.362, 0.653, 0.506, 0.362, 0.392, 0.381, 0.407, 0.385, 0.362, 0.420, 0.357, 0.419, 0.376, 0.344, 0.420, 0.672]}

{"formula": "C27H18N8Pt", "method": "wB97M-V/def2-TZVPD", "total_charge": 0, "multiplicity": 1, "symbols": ["Pt", "C", "C", "C", "C", "C", "C", "N", "N", "C", "C", "C", "C", "C", "C", "H", "H", "H", "H", "H", "H", "H", "H", "H", "C", "C", "N", "C", "C", "C", "C", "C", "C", "C", "C", "N", "C", "N", "H", "H", "H", "H", "H", "H", "H", "H", "H", "N", "C", "C", "C", "N", "C", "N"], "coordinates": [[-0.226, 0.240, -1.656], [3.288, 4.445, -2.132], [4.122, 3.345, -2.291], [3.635, 2.063, -2.116], [2.297, 1.891, -1.775], [1.456, 2.983, -1.613], [1.956, 4.264, -1.793], [1.737, 0.589, -1.608], [2.540, -0.364, -1.479], [1.878, -1.583, -1.420], [2.584, -2.766, -1.221], [1.880, -3.952, -1.150], [0.493, -3.945, -1.280], [-0.214, -2.766, -1.487], [0.478, -1.568, -1.561], [3.678, 5.444, -2.275], [5.160, 3.488, -2.563], [4.267, 1.198, -2.250], [0.427, 2.839, -1.310], [1.304, 5.117, -1.664], [3.661, -2.732, -1.122], [2.403, -4.886, -0.994], [-0.054, -4.876, -1.209], [-1.290, -2.788, -1.590], [-2.430, 2.908, 1.844], [-1.947, 2.481, 0.622], [-0.897, 1.663, 0.512], [-0.323, 1.221, 1.619], [-0.761, 1.551, 2.898], [-1.821, 2.440, 3.000], [-0.090, 0.994, 4.087], [0.228, -0.281, 4.305], [-0.120, -1.453, 3.478], [0.612, -2.630, 3.598], [0.228, -3.697, 2.805], [-0.802, -3.630, 1.968], [-1.446, -2.466, 1.941], [-1.163, -1.380, 2.646], [-3.275, 3.580, 1.890], [-2.419, 2.794, -0.302], [0.523, 0.552, 1.490], [-2.184, 2.743, 3.974], [0.192, 1.715, 4.848], [0.796, -0.512, 5.200], [1.448, -2.707, 4.279], [0.763, -4.640, 2.843], [-2.297, -2.397, 1.271], [-2.180, -0.152, -1.804], [-3.168, -0.382, -2.376], [-4.331, -0.656, -3.048], [-4.852, 0.323, -3.931], [-5.254, 1.137, -4.642], [-4.986, -1.893, -2.819], [-5.503, -2.907, -2.633]], "mulliken_charge": [0.272, -0.446, -0.548, -0.367, 0.981, -0.244, -0.838, 0.671, -0.749, 0.585, -0.544, -0.572, -0.587, -0.426, -0.093, 0.388, 0.367, 0.445, 0.071, 0.381, 0.468, 0.399, 0.401, 0.478, -0.801, -0.397, 0.126, -0.366, 0.270, -0.405, -0.759, -0.656, 0.923, -0.689, -0.210, -0.484, -0.266, -0.303, 0.409, 0.457, 0.632, 0.471, 0.437, 0.340, 0.391, 0.407, 0.519, -0.461, 0.775, -0.110, 0.048, -0.459, 0.124, -0.460]}

{"formula": "C27H19Cl2F3O2S", "method": "wB97M-V/def2-TZVPD", "total_charge": 0, "multiplicity": 1, "smiles": "O=S(=O)(c1ccccc1)[C@@H](c1ccc(C(F)(F)F)cc1)C(c1ccc(Cl)cc1)c1ccc(Cl)cc1", "symbols": ["Cl", "C", "C", "C", "C", "C", "C", "C", "C", "C", "Cl", "C", "C", "C", "C", "H", "H", "H", "H", "H", "H", "H", "H", "H", "F", "C", "F", "F", "C", "C", "C", "C", "C", "S", "C", "C", "C", "C", "C", "C", "O", "O", "C", "C", "H", "H", "H", "H", "H", "H", "H", "H", "H", "H"], "coordinates": [[-5.170, 0.985, -3.742], [-3.639, 0.517, -3.076], [-3.357, -0.851, -2.864], [-2.148, -1.204, -2.262], [-1.227, -0.235, -1.822], [0.022, -0.520, -0.995], [1.262, -0.195, -1.852], [2.311, -1.143, -1.836], [3.567, -0.898, -2.411], [3.783, 0.326, -3.077], [5.347, 0.618, -3.789], [2.729, 1.245, -3.202], [1.459, 0.916, -2.721], [-1.488, 1.110, -2.146], [-2.659, 1.496, -2.834], [-4.099, -1.600, -3.144], [-1.899, -2.254, -2.159], [0.051, -1.598, -0.806], [2.135, -2.112, -1.335], [4.362, -1.660, -2.332], [2.956, 2.186, -3.719], [0.676, 1.601, -3.052], [-0.786, 1.914, -1.900], [-2.854, 2.544, -3.133], [4.869, -2.455, 4.693], [4.892, -1.880, 3.445], [5.746, -0.811, 3.566], [5.487, -2.747, 2.591], [3.557, -1.526, 2.871], [3.502, -0.442, 2.014], [2.328, -0.080, 1.389], [1.176, -0.858, 1.492], [0.045, -0.326, 0.617], [-1.533, -0.688, 1.627], [-2.676, 0.719, 1.606], [-2.832, 1.603, 2.699], [-3.666, 2.727, 2.552], [-4.433, 2.884, 1.379], [-4.363, 1.904, 0.362], [-3.527, 0.791, 0.520], [-2.188, -1.824, 1.045], [-1.177, -0.688, 3.056], [1.199, -1.924, 2.402], [2.401, -2.265, 3.047], [4.406, 0.100, 1.789], [2.311, 0.810, 0.755], [0.011, 0.822, 0.893], [-2.326, 1.431, 3.663], [-3.743, 3.478, 3.347], [-5.076, 3.773, 1.242], [-4.989, 1.993, -0.554], [-3.528, -0.013, -0.207], [0.335, -2.548, 2.651], [2.456, -3.152, 3.657]], "mulliken_charge": [-0.209, 0.436, -0.875, -0.013, 0.020, 0.168, 0.087, -0.172, -0.737, 0.311, -0.212, -0.945, 0.014, 0.143, -1.396, 0.441, 0.419, 0.534, 0.312, 0.380, 0.401, 0.461, 0.569, 0.337, -0.267, 0.887, -0.268, -0.239, 0.180, -0.788, -0.617, 0.461, -0.594, 1.498, 0.179, -0.337, -0.462, -0.517, -0.474, -0.607, -0.667, -0.690, -0.245, -1.127, 0.439, 0.313, 0.565, 0.420, 0.375, 0.359, 0.346, 0.593, 0.409, 0.399]}

{"formula": "C27H19CrI2N8S", "method": "wB97M-V/def2-TZVPD", "total_charge": 2, "multiplicity": 2, "s_squared": 0.763, "symbols": ["Cr", "N", "C", "N", "C", "N", "N", "C", "C", "C", "C", "C", "C", "N", "C", "C", "C", "C", "C", "C", "H", "H", "H", "H", "H", "H", "H", "H", "H", "H", "H", "C", "C", "N", "C", "C", "C", "C", "C", "C", "C", "C", "C", "N", "C", "H", "H", "H", "H", "H", "H", "H", "H", "S", "C", "N", "I", "I"], "coordinates": [[-0.033, 0.387, 0.625], [-2.947, -1.866, -1.632], [-2.081, -0.937, -1.277], [-1.247, -1.052, -0.275], [-1.265, -2.223, 0.502], [-0.484, -2.368, 1.529], [0.267, -1.229, 1.721], [1.077, -1.145, 2.702], [1.805, 0.131, 2.795], [2.719, 0.413, 3.785], [3.354, 1.650, 3.772], [3.060, 2.553, 2.768], [2.130, 2.199, 1.803], [1.508, 1.022, 1.815], [-2.184, -3.288, 0.130], [-2.257, -4.494, 0.836], [-3.161, -5.458, 0.455], [-4.011, -5.237, -0.634], [-3.957, -4.054, -1.342], [-3.039, -3.089, -0.949], [-3.566, -1.686, -2.409], [-2.073, -0.022, -1.858], [1.202, -1.957, 3.411], [2.925, -0.320, 4.554], [4.069, 1.903, 4.543], [3.531, 3.525, 2.728], [1.854, 2.882, 1.010], [-1.599, -4.645, 1.680], [-3.221, -6.390, 1.000], [-4.722, -5.998, -0.925], [-4.617, -3.879, -2.183], [-1.131, 4.145, -1.360], [-1.067, 3.093, -0.438], [-0.264, 2.054, -0.609], [0.526, 2.019, -1.714], [0.524, 3.017, -2.684], [-0.343, 4.108, -2.480], [1.395, 2.886, -3.822], [2.209, 1.819, -3.953], [2.233, 0.781, -2.956], [3.064, -0.352, -3.026], [3.025, -1.288, -2.024], [2.158, -1.094, -0.945], [1.365, -0.038, -0.855], [1.396, 0.889, -1.848], [-1.803, 4.971, -1.171], [-1.678, 3.087, 0.456], [-0.377, 4.911, -3.207], [1.385, 3.665, -4.574], [2.863, 1.727, -4.811], [3.731, -0.477, -3.871], [3.652, -2.168, -2.049], [2.107, -1.813, -0.137], [-4.002, 0.590, 2.801], [-2.571, 0.742, 2.188], [-1.472, 0.862, 1.718], [-0.547, 2.774, 4.254], [0.584, 3.765, 6.441]], "mulliken_charge": [-0.691, 0.123, -0.520, 0.267, 0.182, -1.497, 1.370, -0.409, 0.673, -0.931, -0.458, -0.971, -0.339, 0.868, 0.709, -0.389, -0.826, -0.461, -0.925, 0.134, 0.316, 0.570, 0.467, 0.520, 0.464, 0.468, 0.569, 0.507, 0.453, 0.425, 0.421, -0.896, -0.558, 0.963, 0.005, 1.012, -0.737, -0.907, -0.997, 0.723, -0.667, -1.148, -0.193, 0.604, 0.087, 0.460, 0.503, 0.490, 0.456, 0.466, 0.491, 0.450, 0.547, -0.299, 0.580, -0.612, 0.149, -0.064]}

Looking at E for the records above, in order, we have -3950.51402, -1596.96800, -2808.87786, -3516.03088 Eh.